[1]
A molecular structure, C7H19O15P2V2. Source: the Open Molecules 2025 dataset; level of theory: ωB97M-V with the def2-TZVPD basis set.

Element x y z (Å)
O1 2.4938 -2.0414 3.6761
V1 1.1863 -1.0215 3.8170
O2 0.0911 -2.0654 4.4308
O3 0.0975 2.8943 1.6247
V2 1.3340 2.1107 1.0177
O4 1.6189 2.6167 -0.4554
O5 -0.9228 -1.6436 -0.1444
C1 -0.0301 -1.0135 0.5886
O6 0.3450 -1.5955 1.6388
O7 0.2957 0.1782 0.4783
H1 -0.8131 -2.4732 0.3261
C2 -1.5790 2.8537 5.5999
O8 -2.4477 1.9418 4.9234
P1 -2.0116 0.9629 3.6776
O9 -0.5764 0.5848 3.5845
O10 -3.1201 -0.2735 3.7457
C3 -3.0193 -1.3377 2.7387
O11 -2.6069 1.8612 2.3860
C4 -3.8602 2.3066 2.1802
H2 -2.1617 3.7537 5.7965
H3 -0.7885 3.2353 4.9536
H4 -1.1902 2.3708 6.4964
H5 -3.2160 -1.0482 1.7064
H6 -3.9068 -1.9356 2.9462
H7 -2.0457 -1.8269 2.7087
H8 -4.0975 2.4056 1.1209
H9 -3.8133 3.2997 2.6271
H10 -4.7144 1.7881 2.6155
C5 2.0375 -3.4080 -5.0055
O12 3.0917 -2.4839 -5.2950
P2 3.2458 -0.9782 -4.6894
O13 4.5636 -0.2281 -4.9208
O14 1.8672 -0.1838 -5.0624
C6 1.8882 0.6935 -6.1144
O15 3.0299 -1.2830 -3.1421
C7 2.4359 -0.3699 -2.2672
H11 1.1783 -2.9512 -4.5145
H12 2.3569 -4.3068 -4.4779
H13 1.6451 -3.8278 -5.9317
H14 1.3720 0.2153 -6.9468
H15 2.8105 1.0951 -6.5341
H16 1.1833 1.5053 -5.9346
H17 1.6995 0.3063 -2.7013
H18 3.2390 0.1632 -1.7583
H19 1.8142 -0.8467 -1.5094

The calculation puts the HOMO energy (alpha / beta) at -15.5 / -15.5 eV. As for the charge: +2. The multiplicity is 2.

Here are the natural (NBO) charges for atoms 1 to 8, given in e:
1 O -0.430
2 V 1.560
3 O -0.342
4 O -0.368
5 V 1.608
6 O -0.412
7 O -0.623
8 C 0.995

=====

[2]
4 unconnected molecules or ions with the total composition C7H19O4. Source: the Open Molecules 2025 dataset; level of theory: ωB97M-V with the def2-TZVPD basis set.

Element x y z (Å)
C1 -0.3533 -0.9892 2.7461
O1 0.9832 -1.3835 2.3713
C2 -0.7622 0.3136 1.7839
C3 0.1370 0.4096 0.5786
C4 -0.0609 1.6367 -0.2222
C5 -0.8663 2.5196 0.3199
C6 0.4685 1.9444 -1.5648
C7 1.9169 1.3621 -1.7594
H1 -0.2450 -0.7088 3.8254
H2 -1.1831 -1.7998 2.5704
H3 -0.6933 1.1037 2.5758
H4 -1.8094 0.3610 1.4809
H5 0.2129 -0.6559 0.0549
H6 1.1914 0.1710 0.9463
H7 -1.0470 3.5663 0.1964
H8 -1.6141 2.2946 1.0180
H9 -0.0743 1.1404 -2.3603
H10 0.5122 3.0228 -1.7993
H11 2.3760 1.5484 -0.7600
H12 1.8433 0.3866 -2.1004
H13 2.4402 1.9348 -2.3595
H14 0.5702 -3.2039 -0.5803
H15 -0.9505 -2.4152 -0.0511
O2 0.5024 -2.3228 -0.7587
H16 0.3436 -1.7641 -2.0692
H17 -0.8790 -1.3728 -2.4515
O3 -0.0110 -1.0283 -2.7530
H18 -2.0279 -1.8474 -0.4779
H19 0.9995 -1.7448 1.4347
O4 -1.9201 -2.4790 0.1647

The calculation puts the HOMO energy at -5.0 eV. As for the charge: -1.

Here are the natural (NBO) charges for atoms 1 to 8, given in e:
1 C -0.059
2 O -0.770
3 C -0.411
4 C -0.567
5 C 0.045
6 C -0.462
7 C -0.450
8 C -0.601